[1]
Formula: C31H65ClN4O2PS
Source: the OMol25 dataset
Level of theory: ωB97M-V with the def2-TZVPD basis set

## Properties
Spin multiplicity = 1
E = -75898.787 eV
Net charge = +1

```
105
Properties=species:S:1:pos:R:3:lowdin_charge:R:1
C -6.36910 -3.11182 -0.47917 -0.26
H 0.60310 -6.15537 -3.73386 0.06
H 6.58774 4.23815 3.67131 0.08
H 1.33995 2.70982 6.25663 0.10
H 0.39111 5.52536 7.01733 0.07
H -0.52191 -1.51537 -0.82716 0.12
H 1.13666 6.34254 4.99654 0.11
H -6.52671 -0.95586 -0.65453 0.07
H 1.92223 -1.04677 -1.57203 0.17
C -5.57147 -4.29774 -1.02014 -0.23
H -7.43791 -3.26830 -0.64069 0.10
H -1.49575 -0.28350 -1.57748 0.11
C -5.72008 -4.54262 -2.52311 -0.23
C -1.32043 -0.13996 0.61344 -0.43
H 1.08192 -1.92093 -5.51319 0.07
C 1.78763 2.09326 -1.34549 -0.40
H 1.63417 3.49771 3.99111 0.09
C 1.45024 -5.19723 -5.50293 -0.26
C 0.71899 -2.86810 -3.58107 -0.27
N -4.75783 1.63280 -0.00042 0.07
H -7.24251 -6.90144 -2.62381 0.08
C 0.85406 -1.64451 -4.48535 -0.10
H 5.03060 -0.61122 2.10740 0.07
C -3.91648 2.28930 -1.84793 -0.17
C -3.69159 0.94369 -0.24065 -0.69
H 4.87688 3.81775 3.52983 0.05
H -5.29218 -3.70053 -3.07580 0.10
H 3.14511 1.55135 1.03541 0.07
C 1.06805 -6.42707 -4.68325 -0.11
C 2.52348 1.00026 -1.61674 -0.04
H -0.41449 3.47355 2.98132 0.06
H 0.44567 -2.53860 -2.56969 0.07
H -0.09118 4.76449 1.81427 0.04
H 3.55510 0.98063 -1.90707 0.14
C 5.82137 3.53350 3.99895 -0.10
C 6.21825 2.10017 3.65389 -0.26
H 5.69694 3.65124 5.07543 0.07
C 6.44029 1.87286 2.15862 -0.22
H -5.86128 -5.19821 -0.47297 0.10
H -5.11736 -5.41552 -2.79306 0.11
N 1.66702 -0.07743 -1.44564 0.18
H 2.43454 4.58854 0.67344 0.06
O -3.08787 1.31290 -1.40704 0.00
H -6.22952 -3.06655 0.60414 0.11
H -1.07428 5.22116 4.67724 0.10
H 0.54976 -4.62778 -5.75052 0.10
H -0.89669 -0.85107 1.31496 0.09
H 2.65311 4.42344 5.06781 0.10
H -4.50966 -4.14195 -0.79710 0.10
H 5.46034 1.40988 4.03468 0.10
H -7.88078 -5.92396 -1.29851 0.07
C -0.44253 5.48048 3.82467 -0.26
H -3.71738 2.79060 -2.77538 0.14
N 0.50538 1.65860 -1.03838 0.17
O 1.68985 4.31326 0.12366 -0.37
C -7.81073 -6.00059 -2.38434 -0.11
H 4.92710 3.16801 1.33935 0.09
C 2.00017 -3.69721 -3.48549 -0.23
H 6.80808 0.85510 2.00442 0.10
H -0.75977 6.47474 3.50272 0.11
C 4.21784 -0.23112 1.49031 -0.11
C 0.88588 4.57400 7.21579 -0.10
H 1.85211 -4.49452 -2.75291 0.10
H 1.87232 -5.52415 -6.45505 0.11
H -7.76545 -3.88450 -2.78664 0.10
H 2.80718 -3.06826 -3.08475 0.10
H -0.11049 -3.48818 -3.92485 0.11
C 0.45458 0.32863 -1.09037 -0.22
C -7.15515 -4.76656 -2.99815 -0.27
H -0.25616 2.27051 -0.78630 0.16
H 7.23912 2.53422 1.81218 0.11
C 1.02438 5.55408 4.24914 -0.22
N -4.91015 2.49938 -1.05857 0.08
S -3.11126 -0.34230 0.76829 1.03
H 3.68934 1.46559 2.70376 0.10
H -4.89231 -1.58634 -0.88892 0.02
H 1.90986 4.78262 7.53108 0.08
H 1.65261 -0.98586 -4.13049 0.06
C -0.68386 4.49155 2.68867 -0.11
H 2.76423 -3.49656 -5.49362 0.10
H -7.14584 -4.87579 -4.08530 0.10
C 2.47324 -4.29817 -4.80931 -0.22
C -0.77227 -0.45859 -0.79141 -0.13
H -6.10896 -1.75408 -2.16590 0.07
C 3.98877 1.26620 1.67278 -0.27
H -0.07513 -1.07073 -4.50203 0.07
P 2.20378 3.89619 -1.35021 0.55
H 3.38311 -4.87392 -4.62012 0.11
H 0.35642 -7.04727 -5.22766 0.07
H -0.16326 3.42569 5.72417 0.10
H 4.45582 -0.45805 0.44604 0.06
H -1.73546 4.48257 2.39658 0.07
H 1.62536 5.87180 3.38883 0.10
C -5.95102 -1.77620 -1.08629 -0.12
H 0.36761 4.10619 8.05294 0.07
C 0.87015 3.66101 5.99318 -0.27
H -1.06016 0.85070 0.97703 0.08
C 1.60875 4.24709 4.79072 -0.24
H 5.46298 1.91835 0.23995 0.11
H 7.14306 1.85351 4.17877 0.11
Cl 0.66984 4.66417 -2.44538 0.29
H 1.94664 -7.03699 -4.46659 0.08
H -8.82274 -6.13138 -2.76787 0.07
H 3.32063 -0.79284 1.76159 0.07
C 5.20664 2.11043 1.28825 -0.23
```

[2]
Formula: C31H65N2O20
Source: the OMol25 dataset
Level of theory: ωB97M-V with the def2-TZVPD basis set

## Properties
Spin multiplicity = 1
E = -77126.227 eV
Net charge = +1

```
118
Properties=species:S:1:pos:R:3:lowdin_charge:R:1
H 3.88186 3.50048 -7.51365 0.10
O 1.88192 -0.19878 7.18366 0.03
O 1.05047 4.41661 -5.09960 0.04
H 4.22892 -2.03446 -3.17708 0.12
O 7.76115 4.77197 -11.87037 0.13
H -3.38816 -2.65976 2.98136 0.09
O 1.39183 -2.29208 7.02089 -0.01
H -0.42080 -9.07677 8.99257 0.10
H 2.05814 1.81020 7.22346 0.12
H 1.91129 -2.67799 3.85654 0.11
H 2.72592 -0.06848 -2.61059 0.12
N 0.75049 -3.56382 -0.54715 0.10
H 5.84099 7.59233 -10.45054 0.09
C 1.65103 -3.71103 3.63322 0.05
H 7.57265 7.25817 -10.65995 0.10
H -3.44737 -7.68898 4.41356 0.12
H -7.21309 0.71609 -0.51130 0.12
C 3.74310 -1.92609 -2.21008 -0.20
H -10.39001 6.81882 2.07500 0.08
H 3.21015 -0.26449 -0.93622 0.10
H 1.11899 6.01279 -2.96302 0.08
H -0.52353 -6.79803 4.54760 0.07
O 6.32300 5.62799 -10.35836 0.00
C -1.32563 -8.56785 6.62972 -0.62
C 1.00867 -3.52804 7.63740 -0.03
H 4.24647 5.19609 -7.10081 0.10
C 1.45955 -1.25863 7.86691 -0.62
C 2.03641 1.00613 7.95599 -0.21
C 8.87353 2.31312 -10.27769 -0.06
O -5.80765 -0.38410 0.44230 0.04
C 3.51509 4.52328 -7.54394 -0.03
H 1.38820 -4.17614 4.57325 0.08
H 9.34791 1.37975 -10.57982 0.08
H 0.85474 -4.24545 6.83598 0.08
H -6.20879 1.65517 0.58379 0.12
O -8.67617 3.20471 1.71570 -0.01
O 1.17623 -1.29269 9.03135 0.14
C 1.63372 -2.41632 -0.94711 -0.13
C -1.43642 -7.04156 4.00594 -0.07
C -4.75533 -0.32830 1.24504 -0.62
H 1.02088 -1.54455 -1.13603 0.14
O -2.19424 -8.69979 5.62960 0.04
H -0.19672 3.97491 -3.58419 0.12
O 0.51169 -2.83648 1.68864 0.02
C 0.44636 -3.74031 2.75653 -0.43
N 4.73844 0.34482 -2.18676 0.01
H 3.28888 0.21394 9.52521 0.08
C 3.52610 -0.43418 -1.96787 -0.30
H 4.17274 0.80774 8.12065 0.08
H 0.84060 -9.58252 7.83806 0.10
C -0.20121 -3.18935 0.56724 -0.14
O 6.74667 3.51592 -10.28908 0.03
H -0.91300 -3.99775 0.71123 0.15
H 1.27732 4.73490 -1.74509 0.08
C -6.19287 0.86358 -0.16423 -0.20
H -0.75512 -2.32612 0.20817 0.15
H 1.80311 -3.88641 8.28894 0.10
H -0.18485 -10.79859 8.62799 0.10
H -1.20074 -7.84506 3.30421 0.09
H -5.66533 2.11181 -1.83101 0.08
H 1.87884 -2.58693 -3.09484 0.12
H -10.27653 2.34774 2.72147 0.10
C 1.50441 5.01076 -2.77494 -0.06
O -0.52821 -4.43094 2.94087 0.12
H 2.58649 5.04063 -2.89268 0.08
C 3.31388 0.99440 8.76638 -0.06
C 2.25358 4.18200 -5.62076 -0.62
H -4.27700 1.40540 -0.99682 0.07
C 7.44391 2.35680 -10.77220 -0.21
H -8.83906 7.39418 2.68295 0.08
O -4.52578 -1.56187 1.71219 0.01
H 4.66416 0.92359 -3.00687 0.07
C -9.23737 4.32015 1.24173 -0.62
H 6.43007 6.92410 -11.98704 0.10
C -0.15705 -9.79376 8.21918 -0.03
C -5.29679 1.21705 -1.33124 -0.06
H 5.55609 -0.24012 -2.24236 0.06
H 1.28211 3.01584 -3.58912 0.11
O -1.10962 -9.76888 7.15172 0.01
H -3.45891 -0.93764 3.39122 0.10
C -9.59696 2.12631 1.90076 -0.04
H 0.08524 -3.42308 8.20051 0.10
C 0.88042 4.01953 -3.73370 -0.22
H -9.70327 8.31783 1.44077 0.08
C -2.52849 -7.47869 4.95689 -0.20
H 1.33860 -4.33771 -0.24018 0.19
C 7.02236 4.64972 -10.93222 -0.62
C -9.46293 7.31491 1.79212 -0.06
H -1.74720 -6.16301 3.44812 0.05
H 2.71544 -3.81426 -2.12128 0.12
H 7.39524 2.32471 -11.85987 0.12
H 2.50742 -4.19017 3.17107 0.10
H 2.31208 -2.25461 -0.11871 0.13
C 6.56621 6.92673 -10.90858 -0.03
H -7.83375 7.06312 0.41221 0.12
H -10.16228 1.93302 0.99192 0.10
H 6.88259 1.50793 -10.38645 0.12
O 3.17421 3.64400 -5.06064 0.11
H 0.17626 -3.86841 -1.33184 0.19
H 3.45102 1.95333 9.26466 0.08
H -9.36276 6.41635 -0.17566 0.12
H -5.26833 0.39703 -2.05054 0.08
H 1.16145 1.15139 8.58795 0.12
H -2.47900 -1.48293 2.00584 0.08
H -9.00767 1.24781 2.14887 0.09
H 4.44879 -2.30457 -1.47032 0.12
H -2.74574 -6.70462 5.69238 0.13
H 8.90207 2.38691 -9.18985 0.08
C 2.46393 -2.75532 -2.19598 -0.17
H 3.33920 4.81255 -8.57477 0.10
O 2.25980 4.64330 -6.86385 0.01
O -4.10992 0.64641 1.52182 0.13
O -8.29688 5.25701 1.17757 0.04
O -0.83055 -7.53549 7.00544 0.11
C -3.39567 -1.65218 2.57443 -0.04
C -8.74117 6.54197 0.71007 -0.21
O -10.38815 4.44023 0.92076 0.13
H 9.45302 3.14004 -10.68473 0.08
```